No. 1
{
  "formula": "C4H9N3O",
  "method": "the ωB97M-V functional and the def2-TZVPD basis",
  "elements": ["C", "O", "C", "C", "N", "C", "N", "N", "H", "H", "H", "H", "H", "H", "H", "H", "H"],
  "positions_angstrom": [[-1.8244, 1.4554, 0.0786], [-2.6276, 0.3076, -0.0383], [-2.1701, -1.0233, 0.0258], [-0.8348, -1.4387, -0.1624], [0.1315, -0.4524, -0.1448], [1.2403, -1.0635, 0.1631], [2.5157, -0.3940, 0.0937], [2.6815, 1.0455, -0.1829], [-2.3322, 2.5866, -0.2432], [-1.6470, 1.6086, 1.3088], [-0.8084, 1.4847, -0.5102], [-3.0110, -1.6523, -0.2156], [-0.5652, -2.5609, -0.4147], [1.4194, -2.1249, 0.2251], [3.1631, -0.7765, 0.6922], [2.1806, 1.6999, 0.5665], [2.4887, 1.2981, -1.2415]],
  "atomic_forces_ev_per_a": [[1.6018, 3.7352, 2.0466], [-0.1266, -0.6353, -0.3008], [2.9422, 0.5029, -2.1563], [-4.8853, -0.4798, -0.1801], [3.2254, -2.6969, 1.1636], [1.9511, 3.9028, -1.7667], [-3.7169, 2.0333, -1.9389], [-1.1484, 0.1042, 0.3389], [0.4900, -3.7830, 0.6882], [0.0625, -0.2589, -3.2728], [-2.2374, -0.4600, 1.3932], [-0.0471, -0.2953, 0.5396], [-0.8078, 2.3241, 0.8639], [-0.3485, -0.4578, 0.5080], [2.0393, -0.5109, 1.3520], [0.9730, -2.0684, -2.5589], [0.0326, -0.9561, 3.2804]],
  "orbital_gap_ev": 8.41,
  "smiles": "CO/C=C\\N=C\\NN"
}


No. 2
{
  "formula": "C11H10BrF3Fe",
  "method": "the ωB97M-V functional and the def2-TZVPD basis",
  "elements": ["C", "C", "C", "H", "C", "C", "H", "H", "H", "H", "Fe", "Br", "C", "C", "C", "H", "C", "C", "H", "H", "H", "H", "F", "C", "F", "F"],
  "positions_angstrom": [[-1.0534, -0.9326, -1.8555], [-1.1773, -1.9756, -0.8692], [-1.8827, -1.4133, 0.2580], [-0.8188, -2.9952, -0.9706], [-2.2237, -0.0692, -0.0425], [-1.6845, 0.2484, -1.3375], [-1.8019, 1.1923, -1.8521], [-0.6376, -1.0496, -2.8471], [-2.2055, -1.9364, 1.1487], [-2.8501, 0.5693, 0.5687], [0.1598, -0.4889, -0.1056], [0.8209, -1.7974, 1.6160], [2.2152, 1.0538, 0.3619], [1.2874, 1.7765, -0.4277], [1.0346, 1.0227, -1.6220], [0.8458, 2.7414, -0.1946], [1.7915, -0.2024, -1.5418], [2.5083, -0.1859, -0.2910], [3.1730, -0.9737, 0.0476], [2.6622, 1.4131, 1.2902], [0.4820, 1.3762, -2.4851], [1.8950, -0.9480, -2.3244], [0.4150, 1.1862, 2.7190], [-0.8246, 1.1980, 3.2754], [-0.6806, 1.1217, 4.6108], [-1.4500, 0.0684, 2.8705]],
  "atomic_forces_ev_per_a": [[-1.8519, -0.4911, 0.4059], [-1.3773, 0.6054, -0.5381], [-0.8075, -0.2688, -1.2880], [-0.0148, 0.3001, 0.1028], [0.4885, -0.3331, -0.9248], [-0.8887, -1.2830, 0.2520], [0.1799, -0.0698, 0.1183], [0.1840, 0.0905, 0.2169], [0.3910, 0.0452, -0.0804], [0.3167, 0.0473, -0.0052], [0.5857, 2.0437, -0.1761], [0.8970, -1.9017, 2.5277], [0.2959, -0.4745, -0.4424], [0.1600, -0.6320, -0.7366], [1.4444, 0.1201, 0.5275], [0.1121, -0.1958, 0.0041], [0.8498, 1.0477, 0.3311], [0.0454, 1.3125, -1.0665], [-0.2540, 0.2550, 0.0433], [-0.3783, -0.3493, -0.1724], [-0.0854, -0.2243, 0.2800], [-0.1147, 0.1045, 0.2321], [-1.7738, 0.9221, 0.6903], [2.0079, -3.1269, -0.1896], [-0.3766, 0.6555, -0.5796], [-0.0354, 1.8008, 0.4677]],
  "charge": -1,
  "orbital_gap_ev": [6.58, 4.95],
  "spin_multiplicity": 6
}


No. 3
{
  "formula": "C24H31N3O2",
  "method": "the ωB97M-V functional and the def2-TZVPD basis",
  "elements": ["C", "O", "C", "C", "C", "C", "C", "N", "C", "C", "C", "C", "C", "C", "C", "N", "C", "O", "N", "C", "C", "C", "C", "C", "C", "C", "C", "C", "C", "H", "H", "H", "H", "H", "H", "H", "H", "H", "H", "H", "H", "H", "H", "H", "H", "H", "H", "H", "H", "H", "H", "H", "H", "H", "H", "H", "H", "H", "H", "H"],
  "positions_angstrom": [[-4.6583, 6.3446, 3.7087], [-4.9475, 4.9773, 3.5540], [-4.3255, 4.2898, 2.5535], [-4.6540, 2.9386, 2.4492], [-4.0779, 2.1528, 1.4731], [-3.1670, 2.6897, 0.5721], [-2.5292, 1.8498, -0.5031], [-1.0945, 2.0439, -0.5082], [-0.4083, 1.5771, 0.6816], [0.9704, 2.2686, 0.7581], [1.2036, 3.1294, -0.4797], [0.9840, 2.3036, -1.7436], [-0.4005, 1.6182, -1.7063], [-0.2857, 0.0834, -1.7925], [0.4052, -0.4782, -0.5485], [0.4252, -1.9268, -0.5670], [1.5818, -2.6302, -0.7440], [2.6631, -2.0906, -0.8385], [1.3707, -3.9909, -0.7863], [2.3059, -5.0179, -0.9337], [1.8348, -6.3290, -0.9331], [2.7186, -7.3809, -1.0788], [4.0722, -7.1408, -1.2259], [4.5552, -5.8371, -1.2283], [6.0240, -5.5782, -1.3776], [3.6684, -4.7819, -1.0821], [-0.2836, 0.0404, 0.7129], [-2.8456, 4.0344, 0.6805], [-3.4107, 4.8335, 1.6582], [-3.5990, 6.5099, 3.9317], [-5.2591, 6.6793, 4.5530], [-4.9360, 6.9183, 2.8183], [-5.3633, 2.5276, 3.1503], [-4.3432, 1.1067, 1.4105], [-2.9042, 2.1794, -1.4790], [-2.8362, 0.7981, -0.3708], [-1.0158, 1.8841, 1.5400], [1.7613, 1.5223, 0.8340], [1.0228, 2.8944, 1.6498], [2.2176, 3.5320, -0.4692], [0.5028, 3.9646, -0.4707], [1.7715, 1.5551, -1.8295], [1.0537, 2.9527, -2.6174], [-0.9934, 1.9604, -2.5629], [0.2714, -0.1982, -2.6875], [-1.2899, -0.3441, -1.8714], [1.4588, -0.1869, -0.5473], [-0.4643, -2.3993, -0.5528], [0.4185, -4.3115, -0.6826], [0.7763, -6.5212, -0.8188], [2.3457, -8.3949, -1.0776], [4.7587, -7.9670, -1.3397], [6.2188, -4.5167, -1.5033], [6.4215, -6.1148, -2.2377], [6.5579, -5.9256, -0.4931], [4.0265, -3.7661, -1.0817], [0.2748, -0.2658, 1.5986], [-1.2838, -0.3968, 0.7819], [-2.1325, 4.4567, -0.0107], [-3.1326, 5.8745, 1.7104]],
  "atomic_forces_ev_per_a": [[0.0503, 0.2150, 0.0183], [-0.0118, -0.3282, -0.0986], [-0.0477, -0.1915, -0.0129], [-0.0695, 0.2290, 0.1600], [0.0494, 0.1130, -0.0599], [-0.0515, -0.0318, -0.0343], [0.0259, -0.0012, -0.0366], [-0.2912, 0.1228, -0.0979], [0.0066, -0.2119, 0.4019], [-0.0673, 0.2164, -0.0616], [0.1653, -0.0873, 0.0044], [-0.0573, 0.2035, 0.0630], [-0.0217, -0.2153, -0.3925], [0.1071, 0.2578, 0.1289], [-0.0721, 0.0326, -0.0119], [-0.2733, 0.1271, 0.0584], [-0.3764, -0.0906, 0.0589], [0.4515, 0.0692, -0.0626], [-0.3651, -0.2013, 0.0201], [0.2042, -0.1505, -0.0338], [-0.0519, 0.1066, 0.0142], [0.0097, -0.0035, 0.0059], [0.0526, -0.0263, -0.0086], [-0.1507, -0.1465, -0.0035], [-0.0039, -0.0111, 0.0298], [0.0905, 0.1372, -0.0039], [0.0673, 0.2646, -0.1352], [-0.0756, -0.2078, -0.0220], [-0.1082, 0.2521, 0.2073], [-0.0390, -0.0009, -0.0238], [0.0644, 0.0272, -0.0668], [0.0273, -0.0210, 0.0315], [-0.0826, -0.0473, 0.0938], [-0.0052, -0.1158, -0.0111], [0.0350, -0.1280, 0.0092], [-0.0474, 0.0701, -0.0469], [0.1133, -0.0345, -0.0870], [0.0974, -0.0371, 0.0671], [0.0487, -0.0636, 0.0570], [0.0072, 0.0672, 0.0003], [0.0774, 0.0535, -0.0002], [0.1008, -0.0336, -0.0669], [0.0467, -0.0682, -0.0538], [0.0464, -0.0216, 0.1020], [0.0017, -0.0590, -0.0473], [-0.0419, -0.0821, -0.0223], [-0.1533, 0.0128, 0.0078], [0.0887, -0.0195, -0.0096], [0.1755, 0.1208, -0.0087], [-0.1027, -0.0139, 0.0086], [-0.0353, -0.0697, -0.0002], [0.0744, -0.0933, -0.0180], [0.0758, 0.0577, -0.0167], [0.0742, 0.0024, -0.0420], [0.0882, 0.0113, 0.0224], [0.0302, 0.0347, -0.0075], [-0.0003, -0.0573, 0.0439], [-0.0562, -0.0918, 0.0287], [0.1085, 0.0588, -0.0711], [-0.0026, 0.0996, 0.0321]],
  "orbital_gap_ev": 8.72,
  "smiles": "COc1ccc(CN2[C@@H]3CCC[C@H]2C[C@H](NC(=O)Nc2cccc(C)c2)C3)cc1"
}


No. 4
{
  "formula": "C24H32ClN4O5Ru",
  "method": "the ωB97M-V functional and the def2-TZVPD basis",
  "elements": ["Ru", "C", "C", "C", "N", "C", "C", "C", "C", "C", "C", "C", "N", "C", "C", "C", "N", "C", "C", "C", "C", "C", "C", "C", "N", "C", "C", "H", "H", "H", "H", "H", "H", "H", "H", "H", "H", "H", "H", "H", "H", "H", "H", "H", "H", "H", "H", "H", "H", "H", "H", "H", "H", "C", "C", "O", "H", "H", "H", "H", "H", "H", "O", "Cl", "O", "O", "O"],
  "positions_angstrom": [[-0.1896, 0.0824, 0.1456], [0.8961, 1.4576, 3.4112], [0.4877, 2.8198, 2.8504], [0.1668, 2.8657, 1.3528], [-0.7654, 1.8297, 0.9145], [-2.0900, 1.9817, 1.0532], [-2.6413, 3.1069, 1.6996], [-3.9477, 3.4533, 1.9843], [-5.1245, 2.7661, 1.7359], [-5.2401, 1.5510, 1.0779], [-4.2676, 0.7707, 0.4876], [-2.8701, 0.9343, 0.3882], [-2.1079, 0.1012, -0.3304], [-2.6258, -0.8289, -1.3266], [-2.2328, -2.2812, -1.0658], [-0.7482, -2.5823, -1.2594], [0.0930, -1.9416, -0.2560], [0.8721, -2.5789, 0.5718], [0.7691, -4.0009, 0.7610], [1.5573, -4.8873, 1.4411], [2.7450, -4.6640, 2.1429], [3.3685, -3.4370, 2.3765], [2.9725, -2.1721, 2.0321], [1.8321, -1.6906, 1.2986], [1.6206, -0.4148, 1.1370], [2.5585, 0.5974, 1.6217], [2.3081, 0.9778, 3.0809], [0.1681, 0.7054, 3.0964], [0.8185, 1.5129, 4.4995], [1.2758, 3.5538, 3.0419], [-0.3866, 3.1593, 3.4107], [1.0620, 2.7455, 0.7510], [-0.2194, 3.8521, 1.0861], [-1.9157, 3.8303, 2.0391], [-4.0591, 4.4006, 2.4992], [-6.0408, 3.2200, 2.0897], [-6.2463, 1.1555, 0.9993], [-4.6500, -0.1301, 0.0302], [-2.2122, -0.5199, -2.2894], [-3.7068, -0.7589, -1.4172], [-2.7781, -2.9009, -1.7806], [-2.5665, -2.5976, -0.0706], [-0.4236, -2.1644, -2.2144], [-0.5803, -3.6555, -1.3081], [-0.1020, -4.4425, 0.2998], [1.2173, -5.9159, 1.4171], [3.2291, -5.5377, 2.5592], [4.2938, -3.4854, 2.9381], [3.6309, -1.3938, 2.3852], [2.4500, 1.4512, 0.9634], [3.5870, 0.2615, 1.4858], [3.0334, 1.7525, 3.3438], [2.5362, 0.1141, 3.7131], [-0.5705, -2.7733, 4.1384], [-1.3779, -1.5419, 3.7882], [-1.3234, -1.2526, 2.3798], [-0.6002, -2.9568, 5.2130], [0.4726, -2.6449, 3.8414], [-0.9658, -3.6592, 3.6366], [-0.9778, -0.6605, 4.2862], [-2.4203, -1.6479, 4.0971], [-1.8895, -1.8836, 1.9228], [1.5310, 1.4404, -1.0918], [1.4308, 0.6566, -2.3356], [2.3525, -0.4314, -2.2883], [1.6179, 1.4884, -3.4617], [0.0527, 0.1238, -2.3132]],
  "atomic_forces_ev_per_a": [[0.0618, -0.0253, -0.0587], [-0.0286, -0.0178, 0.0189], [0.0097, 0.0225, -0.0183], [0.0007, -0.0029, -0.0070], [0.0113, -0.0652, -0.0168], [-0.0238, 0.0433, 0.0085], [0.0181, -0.0317, -0.0120], [-0.0184, 0.0093, 0.0019], [0.0089, 0.0078, 0.0009], [-0.0053, -0.0001, -0.0002], [0.0007, 0.0268, 0.0121], [-0.0342, -0.0437, -0.0095], [0.0419, 0.0132, 0.0384], [-0.0156, 0.0156, -0.0057], [-0.0297, -0.0153, 0.0032], [0.0341, 0.0056, -0.0064], [0.0085, 0.0466, 0.0185], [-0.0165, 0.0224, 0.0018], [0.0056, -0.0163, -0.0031], [-0.0130, 0.0022, -0.0105], [0.0097, 0.0083, 0.0055], [0.0018, -0.0042, 0.0022], [-0.0091, 0.0028, 0.0028], [0.0200, -0.0102, -0.0021], [-0.0407, 0.0025, -0.0069], [0.0207, 0.0112, 0.0060], [0.0316, -0.0037, -0.0203], [-0.0003, 0.0047, -0.0105], [0.0067, 0.0034, -0.0011], [0.0003, -0.0038, 0.0063], [0.0009, -0.0026, 0.0054], [0.0063, -0.0020, 0.0066], [-0.0088, -0.0018, 0.0062], [0.0018, 0.0018, 0.0038], [0.0001, 0.0000, -0.0008], [0.0004, 0.0010, -0.0002], [0.0026, -0.0044, -0.0030], [-0.0026, 0.0018, 0.0011], [0.0052, -0.0098, 0.0006], [0.0053, -0.0039, -0.0005], [0.0046, 0.0013, -0.0033], [0.0081, 0.0030, 0.0004], [-0.0079, -0.0021, -0.0009], [-0.0078, 0.0003, -0.0005], [0.0027, -0.0043, 0.0015], [-0.0014, 0.0002, -0.0016], [0.0024, 0.0015, 0.0022], [-0.0013, -0.0079, 0.0013], [-0.0025, 0.0061, -0.0014], [-0.0056, 0.0051, 0.0107], [-0.0036, -0.0137, -0.0059], [-0.0070, 0.0047, 0.0040], [-0.0090, 0.0036, 0.0106], [0.0052, -0.0028, 0.0017], [0.0212, -0.0059, -0.0166], [-0.0276, 0.0295, 0.0029], [-0.0023, 0.0026, 0.0023], [0.0005, -0.0040, 0.0036], [-0.0012, 0.0009, -0.0027], [0.0026, -0.0016, 0.0021], [0.0028, -0.0072, 0.0062], [-0.0080, 0.0136, 0.0078], [-0.0399, -0.0478, -0.0236], [-0.0177, 0.0499, 0.0179], [0.0071, -0.0145, 0.0225], [-0.0043, -0.0093, 0.0024], [0.0219, 0.0110, -0.0007]],
  "charge": 1,
  "orbital_gap_ev": [7.15, 5.55],
  "spin_multiplicity": 5
}


Number 1: total energy -10806.6339 eV. Number 2: total energy -124149.9773 eV. Number 3: total energy -33957.6257 eV. Number 4: total energy -56694.1741 eV.